# 1
{"formula": "C18H45Br4O13S4Zn", "method": "ωB97M-V/def2-TZVPD", "species": ["Br", "Br", "Br", "Br", "Zn", "S", "S", "S", "S", "O", "O", "O", "O", "O", "O", "O", "O", "O", "O", "O", "O", "O", "C", "C", "C", "C", "C", "C", "C", "C", "C", "C", "C", "C", "C", "C", "C", "C", "C", "C", "H", "H", "H", "H", "H", "H", "H", "H", "H", "H", "H", "H", "H", "H", "H", "H", "H", "H", "H", "H", "H", "H", "H", "H", "H", "H", "H", "H", "H", "H", "H", "H", "H", "H", "H", "H", "H", "H", "H", "H", "H", "H", "H", "H", "H"], "coordinates": [[-3.15285, 1.09387, -6.45049], [-1.82171, -4.58279, -2.65074], [-5.12887, -1.87131, -4.39047], [0.58894, 1.06628, -6.34372], [0.60812, 0.52024, 1.53604], [-2.32905, 2.48326, 1.79532], [-1.74140, -2.00333, 1.90774], [2.56246, 3.12543, 1.18781], [3.38294, -1.95416, 1.76953], [3.80695, 2.54071, 1.57814], [-1.56974, -3.27265, 0.92497], [2.85371, -3.14313, 2.38122], [2.55302, -0.75722, 1.72373], [1.31855, 2.46897, 1.56589], [-1.30293, 1.56759, 1.35462], [2.46931, 4.65079, 1.66885], [4.75849, -1.61493, 2.53147], [-3.09202, -1.53168, 1.86492], [-2.04449, 3.86584, 2.07216], [0.77166, 0.56520, -0.41636], [-3.54548, 2.48749, 0.74045], [-0.67420, -1.06038, 1.62209], [-4.24997, 1.73904, -1.42000], [1.20374, 5.32193, 1.49419], [-0.73323, 0.30184, -5.10729], [6.70438, -0.18469, 2.44780], [-0.23589, -3.84154, 0.82240], [-0.42522, -5.31631, 0.61671], [-3.73860, 1.31005, -0.07544], [-3.45386, -2.69360, -3.84491], [-1.91903, 1.23560, -4.95489], [1.08541, 6.41728, 2.55352], [2.55601, 3.29108, -0.62523], [-3.11528, 1.76725, 3.26530], [5.18678, -0.24842, 2.55740], [-1.39501, -2.77073, 3.51732], [4.03592, -2.30359, 0.12126], [-3.60144, -4.11722, -3.35842], [-0.24739, -1.12235, -1.78269], [0.95045, -0.19450, -1.55283], [-3.10507, -2.09928, -3.00561], [4.41202, -1.33623, -0.21714], [4.74891, 0.35082, 1.75603], [4.83975, 0.27497, 3.45207], [-2.51231, 1.02715, -4.06761], [-4.43120, 0.64829, 0.45068], [4.86051, -2.97795, 0.32815], [-2.81034, 0.75984, -0.24666], [0.90742, 0.47317, -2.42976], [-3.88389, -4.85183, -4.10501], [6.97406, 0.85685, 2.28925], [-0.08819, -1.78230, -2.64843], [0.43950, -3.58381, 1.63759], [-1.81055, -2.07030, 4.23852], [3.28628, 4.05887, -0.86846], [1.88333, -0.77321, -1.58723], [-1.01492, -5.80691, 1.39800], [-0.31640, -2.84404, 3.59649], [1.01450, 5.54744, 0.44575], [7.12733, -0.79748, 1.64813], [-3.70253, 2.50566, 3.80022], [-3.58091, 2.47056, -1.86763], [-4.28345, -4.18878, -2.51664], [2.87317, 2.33799, -1.03315], [-2.34205, 1.33687, 3.89803], [1.52540, 3.56647, -0.82850], [-3.75130, 0.96563, 2.88973], [-2.78329, -2.61686, -4.69415], [-1.94477, -3.70596, 3.49395], [-0.32048, 0.04670, -4.13374], [3.24911, -2.60252, -0.56285], [-4.43993, 0.88658, -2.07226], [-0.97749, -5.52691, -0.29968], [-1.62286, 2.27999, -4.96993], [1.57969, 6.11570, 3.47324], [7.16272, -0.64347, 3.32623], [-1.04024, -0.61757, -5.59858], [0.49594, -5.90023, 0.60643], [-0.32449, -1.86760, -0.98307], [-1.21155, -0.64022, -1.94349], [0.05505, 6.75095, 2.62381], [1.67651, 7.29193, 2.25567], [0.36503, 4.67257, 1.77624], [-5.23912, 2.18111, -1.26134], [0.18191, -3.40779, -0.09062]], "forces_ev_per_angstrom": [[-0.0151, -0.0632, -0.0492], [-0.3168, -0.1703, -0.2844], [-0.0707, -0.2087, 0.0405], [-0.1546, -0.2095, 0.5726], [0.2942, 0.0696, -2.8038], [-1.8158, 1.0474, 1.0614], [0.1436, -1.5807, 0.3455], [0.5599, 0.6312, -1.9675], [0.5519, -0.3029, 0.1933], [-0.4746, 0.5488, 0.5244], [-0.6168, 1.8395, 1.2537], [0.2234, 0.7683, -0.4687], [-0.0104, -0.2633, 0.2298], [0.0465, -0.1970, 0.9500], [-0.0479, 0.2404, 0.1281], [0.4866, -1.5720, -0.1744], [-1.5329, -0.4739, -0.3758], [0.7078, -0.3657, -0.3290], [0.2200, -1.0669, -0.4790], [0.5203, 0.4633, 1.0535], [1.6338, -0.0022, 0.7093], [0.0155, -0.3598, 0.3610], [-1.1425, 0.3911, 0.3900], [-1.8970, -0.3598, 1.2887], [-0.4610, -0.0031, -0.4566], [-0.1686, -0.8119, 0.2690], [0.5089, -0.3386, -1.0772], [-0.4343, -1.1410, 0.3078], [0.1560, -1.0803, -0.5319], [-0.1081, -0.0032, 0.1748], [-0.0232, 0.1730, -0.3084], [1.4545, 1.0588, -1.4323], [0.0103, 0.1375, 1.5507], [0.2404, -0.2650, -0.8878], [0.8010, 1.4341, -0.5044], [-0.4856, 0.9824, -1.1629], [-0.2110, 1.1190, 1.0718], [0.0497, 0.1800, 0.2177], [0.6161, -1.5648, -0.2327], [-1.6855, 0.2441, -0.0343], [0.1532, 0.1514, -0.1711], [0.1414, -0.0776, -0.0275], [-0.1053, -0.4630, -0.2210], [0.0108, -0.5242, 0.2187], [0.1125, -0.1176, 0.0572], [-0.0134, 0.0803, -0.0771], [-0.1569, -0.3373, -0.4368], [0.1669, 0.2434, 0.5037], [0.6677, 0.1013, 0.0226], [0.1877, 0.0841, -0.1362], [0.2852, -0.0456, 0.2607], [0.0688, 0.2931, -0.1968], [-0.3466, 0.0206, 0.2538], [0.0599, -0.1314, 0.1665], [-0.1235, 0.1372, 0.0090], [0.1040, -0.0341, 0.0250], [-0.0127, 0.4175, 0.2119], [0.0140, -0.2957, 0.1898], [0.4808, 0.6259, 0.0405], [-0.4423, 0.2357, -0.3962], [0.0779, 0.1892, -0.1678], [-0.0206, -0.0874, -0.1615], [0.0224, 0.0367, 0.0123], [-0.3926, -0.1565, -0.0053], [0.0802, 0.1553, -0.0068], [0.0771, -0.1265, -0.5672], [-0.0015, -0.0495, 0.1090], [0.0655, 0.0128, 0.0446], [0.1667, -0.1215, 0.2666], [0.4266, 0.3050, -0.1960], [0.0058, -0.4467, 0.1655], [0.3646, -0.0884, -0.0118], [0.1978, 0.1785, 0.0071], [0.1058, -0.0314, 0.2591], [-0.6377, -0.3807, 0.2338], [0.0320, 0.5698, 0.2466], [-0.0095, -0.0558, 0.0970], [0.2569, 0.4320, -0.1801], [-0.2911, 0.5236, 0.1390], [0.0906, 0.3472, 0.2856], [-0.0591, -0.2307, 0.3919], [-0.1582, 0.0261, -0.0797], [0.4868, -0.5396, -0.2498], [0.1679, 0.2866, -0.2741], [0.1254, -0.0364, 0.2121]], "charge": 1, "lumo_ev": -2.99, "total_energy_ev": -417934.677}

# 2
{"formula": "C3H22NO11", "method": "ωB97M-V/def2-TZVPD", "species": ["O", "O", "O", "O", "O", "O", "O", "O", "O", "O", "O", "N", "C", "C", "C", "H", "H", "H", "H", "H", "H", "H", "H", "H", "H", "H", "H", "H", "H", "H", "H", "H", "H", "H", "H", "H", "H"], "coordinates": [[3.02129, 0.93970, -0.19130], [-2.52376, -2.10338, -1.30620], [-0.18982, 1.78706, 0.33166], [-0.92257, -1.81008, 2.40349], [0.99943, 1.88089, -2.14204], [2.26484, -2.44352, -1.37018], [-1.89790, 2.06270, -2.53869], [1.92531, 1.19071, 2.33998], [-0.14758, -0.75378, 0.56661], [0.88960, -1.34711, -3.44297], [1.92921, -1.59641, 2.25414], [-2.15812, -0.10445, 1.54929], [-1.06048, -1.00780, 1.43902], [-2.35240, 0.98804, 0.57251], [-1.36581, 2.10907, 0.97935], [-0.10803, 0.63515, 0.38588], [0.76502, 2.33735, -1.25988], [-0.15871, -1.20605, -3.30283], [1.07841, -1.39729, 1.81596], [-1.53513, 1.19707, -2.27387], [-1.89188, -2.26891, -0.70849], [-1.70251, 3.06369, 0.48880], [1.63247, -2.55106, -0.58430], [-1.21261, 2.55851, -2.02785], [-2.36802, 0.29555, 2.49224], [3.18153, 1.48103, 0.60958], [1.01178, 1.10096, 2.01577], [-1.22020, 2.28037, 2.06395], [2.65490, -1.81940, 1.70280], [-3.33362, 1.24936, 0.27312], [2.03821, 0.75365, -0.19578], [2.18099, 0.13992, 2.45508], [1.24051, -1.03020, -2.48258], [1.84736, -2.16951, -2.13072], [-1.95130, 0.81174, -0.45320], [1.91054, 1.79897, -1.89317], [-3.06513, -1.52003, -1.01682]], "forces_ev_per_angstrom": [[-1.0091, 0.1394, -0.2354], [1.9855, -5.2428, -6.8255], [1.8322, -2.3566, 0.2948], [-0.4557, 0.7674, -2.2311], [-0.8192, 1.4184, 2.0098], [1.1512, -1.4322, 5.0061], [1.2092, -0.0779, 1.2340], [0.5296, -3.2848, 0.6797], [-0.4145, -0.2831, -0.8185], [-2.5775, 1.6315, 3.6179], [-0.4374, 0.4764, 1.9118], [-1.1361, 0.5977, -0.8508], [0.1874, 0.5209, 4.1009], [2.5470, 0.0219, -0.0328], [-1.5614, 1.4680, -1.5336], [-0.1965, 2.0643, -0.3222], [-0.4738, -1.0401, -1.5735], [3.6118, -0.5336, -0.4937], [0.5405, -0.5975, -0.5387], [-0.4556, -0.0165, -0.6776], [3.5970, -0.7870, 3.5290], [0.0182, -0.3771, 0.7877], [1.0324, 0.5035, -2.1840], [-0.8078, 0.1302, -0.8194], [0.5080, -1.4711, -1.0691], [-0.6878, -0.5967, -0.3995], [0.4512, 0.4080, 0.0015], [-0.3541, -0.2375, -0.2565], [0.4134, -0.1590, -1.3612], [-1.5378, 0.3261, 0.9336], [1.7414, 0.3112, 0.4735], [-0.8914, 3.1825, -0.2866], [-1.6102, 0.0781, -3.5173], [-1.7284, -0.2208, -2.3368], [-0.1863, -0.8942, 1.0163], [1.4959, -0.5096, -0.4756], [-5.5115, 6.0728, 3.2426]], "charge": -1, "lumo_ev": 2.99, "total_energy_ev": -27481.066}